Entry 1:
91
Properties=species:S:1:pos:R:3:forces:R:3 method="wB97M-V/def2-TZVPD" charge=-1 orbital_gap_ev=6.52 spin_multiplicity=1 e_homo_ha=-0.1821
C 3.0690 -1.8423 -3.5914 -0.8 1.0 -0.2
O 3.0364 -1.9167 -2.1682 2.9 -2.9 -1.6
C 4.1091 -2.6402 -1.6213 0.3 0.4 0.6
S 3.5742 -4.2241 -0.8342 -1.3 -0.6 1.2
O 4.4181 -4.4405 0.3252 0.9 0.1 -0.7
O 2.1972 -4.0238 -0.4254 -0.1 0.1 -0.7
N 3.5552 -5.4714 -1.8953 1.6 0.4 -0.2
S 4.8112 -5.4777 -2.9140 -0.8 1.0 0.0
O 6.0949 -5.0702 -2.3538 0.0 -0.5 0.2
O 4.4603 -4.6770 -4.0845 0.2 -0.5 -0.3
C 4.9922 -7.1908 -3.5130 -0.5 0.2 -0.8
C 6.4529 -7.5477 -3.8278 -0.1 -0.7 0.4
C 7.3723 -7.7892 -2.6061 0.7 0.5 -0.7
Br 6.4952 -8.5762 -1.0479 0.2 0.0 -0.3
H 2.2406 -2.4369 -4.0149 0.6 -0.1 0.0
H 2.8406 -0.7844 -3.8536 0.1 -0.4 0.2
H 4.0458 -2.0694 -4.0407 -0.4 -0.3 0.3
H 4.9641 -2.8003 -2.2953 -0.4 -0.2 0.1
H 4.4946 -2.0444 -0.7688 -0.3 -0.5 -0.1
H 4.4644 -7.9136 -2.8760 0.5 0.4 0.1
H 4.4489 -7.1934 -4.4764 0.1 0.2 0.5
H 6.4305 -8.4777 -4.4310 -0.1 0.3 0.3
H 6.9164 -6.7864 -4.4812 -0.2 -0.1 0.5
H 8.2006 -8.4568 -2.8973 -0.5 0.1 0.3
H 7.8329 -6.8471 -2.2822 -0.5 -0.3 0.1
C 2.1109 2.8522 -1.8044 -0.4 0.0 -0.2
C 1.5374 2.8849 -0.3996 0.4 0.2 0.2
O 1.3241 1.5206 -0.0555 0.8 0.9 -2.9
S 2.4504 0.6074 -0.7739 -0.5 0.2 -0.1
O 3.4898 0.3613 0.1626 0.1 0.0 -0.2
O 1.8114 -0.4269 -1.4841 -1.8 2.3 1.2
O 2.9782 1.7211 -1.8246 0.1 0.1 0.5
H 1.3254 2.6960 -2.5482 0.0 0.0 0.1
H 2.6642 3.7585 -2.0468 0.2 -0.1 0.0
H 0.6045 3.4432 -0.3430 -0.1 -0.2 0.0
H 2.2570 3.3053 0.3105 0.0 0.1 0.0
C -0.7791 -1.0030 4.0262 0.3 0.1 0.5
C -1.7807 0.1282 3.9773 -0.6 -0.3 -0.1
O -1.2047 1.0965 3.0943 0.4 -0.1 0.1
S -0.3370 0.3217 1.9636 0.1 -0.5 0.4
O -1.1390 0.1897 0.8024 0.1 0.1 0.0
O 0.9622 0.8779 1.9332 -0.8 -0.5 2.3
O -0.2770 -1.1100 2.6952 -0.4 0.3 -0.2
H 0.0560 -0.7662 4.6908 0.0 0.0 0.0
H -1.2343 -1.9406 4.3371 0.0 -0.1 -0.2
H -1.9630 0.5637 4.9581 0.1 0.2 -0.1
H -2.7281 -0.2026 3.5440 0.0 0.0 0.1
C -5.0799 -3.8403 1.7130 0.0 0.4 -0.4
C -3.5968 -3.8732 2.0120 0.1 -0.6 -0.2
O -3.4468 -3.0510 3.1778 -0.5 0.3 0.1
S -4.7655 -3.1779 4.0941 0.2 -0.2 -0.8
O -4.5141 -4.1277 5.1179 -0.2 0.2 0.2
O -5.2440 -1.8697 4.3640 0.2 0.0 0.3
O -5.7189 -3.8616 2.9978 0.4 -0.1 0.3
H -5.3632 -2.9144 1.2078 0.0 0.0 0.0
H -5.4000 -4.6907 1.1157 -0.1 -0.1 0.2
H -2.9954 -3.4889 1.1916 0.1 0.2 0.2
H -3.2630 -4.8821 2.2639 0.0 0.0 0.0
C 3.1952 5.6854 -5.8105 0.5 0.0 -0.1
C 2.5296 5.2476 -7.0993 -0.4 0.4 0.0
O 2.2661 3.8550 -6.9169 0.3 0.0 0.4
S 1.9576 3.5674 -5.3622 0.2 0.2 -0.3
O 0.5515 3.5416 -5.1776 0.0 -0.1 0.2
O 2.8046 2.5242 -4.9232 -0.2 -0.1 0.0
O 2.5130 4.9661 -4.7806 -0.4 -0.1 -0.3
H 4.2485 5.3962 -5.7893 0.0 0.0 0.0
H 3.1111 6.7572 -5.6442 -0.1 -0.1 0.2
H 3.1616 5.4063 -7.9698 0.0 -0.3 0.0
H 1.5742 5.7580 -7.2460 0.1 0.1 0.0
C -3.3280 4.0099 5.3722 -0.2 -0.6 -0.3
C -1.9659 4.1979 4.7475 0.4 0.0 0.5
O -2.1479 5.2555 3.7956 -0.6 0.1 0.0
S -3.2637 6.2733 4.3417 0.3 -0.6 0.2
O -2.6160 7.3728 4.9614 -0.2 0.2 -0.1
O -4.2463 6.4464 3.3304 0.1 0.2 0.0
O -3.8692 5.3324 5.4952 0.4 0.3 -0.1
H -3.9872 3.4314 4.7201 0.0 0.0 0.0
H -3.2727 3.5299 6.3468 -0.1 0.2 0.1
H -1.6021 3.2972 4.2573 -0.1 0.2 -0.3
H -1.2316 4.5293 5.4862 0.0 0.0 0.0
C -7.2949 4.3530 1.5767 -0.4 0.2 -0.3
C -7.8413 4.3827 2.9878 0.4 0.3 0.3
O -8.0318 3.0045 3.3324 0.0 -0.2 -0.5
S -6.9100 2.1144 2.5987 0.0 0.6 0.0
O -5.8540 1.8791 3.5194 0.0 -0.2 -0.2
O -7.5548 1.0696 1.8931 0.1 -0.2 0.2
O -6.4165 3.2249 1.5468 0.0 -0.1 0.5
H -8.0897 4.1866 0.8454 0.0 0.0 0.0
H -6.7543 5.2623 1.3233 0.2 -0.2 0.0
H -8.7785 4.9289 3.0616 -0.1 -0.3 0.0
H -7.1157 4.8101 3.6844 0.0 0.1 -0.1

Entry 2:
63
Properties=species:S:1:pos:R:3:forces:R:3 method="wB97M-V/def2-TZVPD" charge=+1 orbital_gap_ev=7.90 spin_multiplicity=1 relative_energy_kcal_mol=0.0 e_homo_ha=-0.4404
Pt -0.7135 0.0471 -0.3675 0.0 0.0 0.0
C 2.3067 -1.3847 2.8832 0.0 0.0 0.0
O 1.4010 -0.6308 2.0743 0.0 0.0 0.0
Si 0.8128 0.8700 2.5902 0.0 0.0 -0.1
C 2.2517 2.0109 2.9083 0.0 0.0 0.0
C -0.0558 0.5777 4.2146 0.0 0.0 0.0
C -0.2273 1.4655 1.1663 -0.1 0.0 0.0
Si -1.7995 2.4078 1.6347 0.0 0.0 0.0
C -3.0269 1.2676 2.4694 0.0 -0.1 0.0
C -2.7151 3.0802 0.1394 0.0 0.0 0.0
C -1.3358 3.8559 2.7271 0.0 0.0 0.0
Si 0.7491 2.1024 -0.1949 0.2 0.1 0.1
C 0.8560 3.9252 -0.5413 0.0 0.0 0.0
C 2.3811 1.3270 -0.6478 0.0 0.0 0.0
C -0.6036 1.4659 -1.9307 0.1 0.1 -0.2
H 3.1931 -0.7934 3.1192 0.0 0.0 0.0
H 2.6131 -2.2637 2.3192 0.0 0.0 0.0
H 1.8306 -1.7035 3.8129 0.0 0.0 0.0
H 2.8393 1.6852 3.7693 0.0 0.0 0.0
H 1.8747 3.0118 3.1393 0.0 0.0 0.0
H 2.9292 2.0957 2.0569 0.0 0.0 0.0
H 0.6919 0.3322 4.9735 0.0 0.0 0.0
H -0.7666 -0.2481 4.1653 0.0 0.0 0.0
H -0.5942 1.4565 4.5726 0.0 0.0 0.0
H -3.3384 0.4839 1.7718 0.0 0.0 0.0
H -3.9242 1.8233 2.7520 0.0 0.0 0.0
H -2.6423 0.7827 3.3659 0.0 0.0 0.0
H -3.0899 2.2719 -0.4923 0.0 0.0 0.0
H -2.1458 3.7677 -0.4850 0.0 0.0 0.0
H -3.5840 3.6317 0.5084 0.0 0.0 0.0
H -0.8117 3.5553 3.6367 0.0 0.0 0.0
H -2.2232 4.4140 3.0332 0.0 0.0 0.0
H -0.6843 4.5468 2.1858 0.0 0.0 0.0
H 1.5671 4.3377 0.1821 0.0 0.0 0.0
H -0.0851 4.4574 -0.4191 0.0 0.0 0.0
H 1.2538 4.1259 -1.5383 0.0 0.0 0.0
H 3.2114 1.9463 -0.3006 0.0 0.0 0.0
H 2.4707 1.2531 -1.7341 0.0 0.0 0.0
H 2.4803 0.3277 -0.2223 0.0 0.0 0.0
H -0.5883 2.5585 -1.8798 0.0 0.0 0.0
H -1.5931 1.2856 -2.3498 -0.1 0.0 0.1
H 0.1348 1.1579 -2.6694 0.0 0.0 0.0
I -0.8305 -1.9040 1.3873 0.0 -0.1 0.1
I -3.1166 -3.0926 0.6642 0.0 0.0 0.0
O 3.6332 -4.9767 -2.3589 0.1 0.0 0.0
C 2.6332 -5.2904 -3.3033 0.0 0.0 0.0
N 1.6438 -4.2475 -3.1701 0.0 0.0 0.0
C 0.3280 -4.4721 -3.3823 0.0 0.0 0.0
O -0.1281 -5.5341 -3.7540 0.0 0.0 0.0
C -0.5957 -3.3123 -3.1130 0.0 0.0 0.0
C -1.8185 -3.2779 -3.7734 0.0 0.0 0.0
C -2.6987 -2.2474 -3.5045 0.0 0.0 0.0
C -2.3461 -1.2980 -2.5626 0.0 0.0 0.0
N -1.1813 -1.3400 -1.9081 0.0 0.0 0.0
C -0.3197 -2.3287 -2.1840 0.0 0.0 0.0
H 4.4484 -5.4289 -2.6017 -0.1 0.0 0.0
H 2.1408 -6.2411 -3.0967 0.0 0.0 0.0
H 3.0439 -5.3138 -4.3175 0.0 0.0 0.0
H 1.9954 -3.3136 -3.0399 0.0 0.0 0.0
H -2.0548 -4.0672 -4.4749 0.0 0.0 0.0
H -3.6566 -2.1800 -3.9998 0.0 0.0 0.0
H -3.0143 -0.4881 -2.3018 0.0 0.0 0.0
H 0.5944 -2.3334 -1.6036 0.0 0.0 0.0